Entry 1:
This record from the Open Molecules 2025 dataset describes 7 unconnected molecules or ions with the total composition C34H53FN2O23S2 at a distorted geometry. The level of theory is ωB97M-V with the def2-TZVPD basis set.

Last column: Mulliken charge in e.
Element x y z (Å)
C  -5.639  -0.169  -2.038  -1.125
C  -6.064  -1.583  -2.556  -0.050
O  -5.093  -2.118  -3.451  -0.428
C  -4.038  -2.721  -2.734  -0.612
C  -2.995  -3.336  -3.663  -0.787
C  -1.945  -4.130  -2.834  -0.559
C  -0.550  -3.520  -3.079  -0.814
C  0.490  -3.951  -2.004  -1.243
C  0.988  -2.832  -1.100  0.787
C  1.482  -1.607  -1.540  0.546
S  1.658  -1.210  -3.269  1.402
O  2.588  -0.131  -3.328  -0.638
O  2.138  -2.365  -3.946  -0.580
F  0.320  -0.662  -3.871  -0.226
C  1.881  -0.618  -0.675  -0.774
C  1.840  -0.800  0.681  -0.132
N  2.225  0.254  1.602  -0.506
C  1.205  0.851  1.929  0.429
S  -0.149  1.549  2.244  -0.359
C  1.384  -2.012  1.151  0.591
C  0.968  -3.004  0.265  0.415
C  0.542  -4.192  1.097  -0.189
O  0.338  -5.334  0.775  -0.537
N  0.460  -3.760  2.465  -0.126
C  1.210  -2.575  2.575  -0.276
O  1.696  -2.083  3.557  -0.483
H  -5.577  -0.197  -0.947  0.275
H  -6.376  0.556  -2.386  0.325
H  -4.643  0.037  -2.440  0.370
H  -6.144  -2.260  -1.693  0.138
H  -7.016  -1.508  -3.086  0.405
H  -3.553  -1.938  -2.119  0.291
H  -4.413  -3.491  -2.036  0.333
H  -2.533  -2.497  -4.201  0.211
H  -3.474  -3.952  -4.431  0.500
H  -2.185  -3.906  -1.783  0.387
H  -1.996  -5.196  -3.063  0.402
H  -0.685  -2.440  -2.980  0.415
H  -0.166  -3.798  -4.063  0.235
H  1.366  -4.462  -2.419  0.372
H  -0.014  -4.666  -1.347  0.525
H  2.249  0.334  -1.043  0.777
H  -0.475  -3.717  2.852  0.302
C  4.229  4.780  6.946  -0.343
O  3.454  3.587  6.835  -0.323
C  3.929  2.710  5.949  0.813
O  4.914  2.856  5.273  -0.554
O  3.123  1.651  5.941  -0.332
C  3.513  0.621  5.027  -0.526
H  3.751  5.414  7.688  0.229
H  5.240  4.555  7.281  0.312
H  4.253  5.313  5.997  0.016
H  4.498  0.238  5.290  0.329
H  3.512  0.989  4.003  0.231
H  2.790  -0.186  5.107  0.183
C  -1.638  -9.827  -1.850  -0.613
O  -2.107  -10.291  -3.118  -0.326
C  -2.440  -9.319  -3.966  0.854
O  -2.377  -8.138  -3.746  -0.554
O  -2.857  -9.882  -5.099  -0.325
C  -3.250  -8.949  -6.107  -0.612
H  -1.401  -10.707  -1.257  0.218
H  -0.736  -9.229  -1.969  0.287
H  -2.411  -9.255  -1.340  0.280
H  -2.412  -8.315  -6.393  0.285
H  -4.087  -8.342  -5.764  0.287
H  -3.565  -9.527  -6.971  0.209
C  2.041  10.966  4.100  -0.715
O  2.450  9.947  3.185  -0.188
C  2.922  8.849  3.767  0.660
O  3.021  8.674  4.952  -0.562
O  3.277  7.965  2.820  -0.198
C  3.798  6.751  3.369  -0.885
H  1.679  11.801  3.505  0.224
H  1.233  10.610  4.737  0.315
H  2.883  11.302  4.703  0.301
H  3.045  6.250  3.976  0.339
H  4.694  6.947  3.954  0.304
H  4.061  6.105  2.535  0.337
C  -8.831  1.006  2.632  -0.616
O  -9.505  -0.246  2.492  -0.327
C  -8.920  -1.090  1.643  0.828
O  -7.913  -0.880  1.020  -0.539
O  -9.644  -2.208  1.605  -0.323
C  -9.129  -3.210  0.728  -0.610
H  -9.401  1.598  3.343  0.219
H  -7.825  0.859  3.022  0.285
H  -8.797  1.533  1.680  0.291
H  -8.134  -3.523  1.043  0.291
H  -9.107  -2.848  -0.299  0.273
H  -9.801  -4.062  0.786  0.222
C  7.552  -3.691  0.439  -0.617
O  7.540  -2.666  -0.554  -0.353
C  6.332  -2.159  -0.802  0.756
O  5.304  -2.493  -0.268  -0.511
O  6.457  -1.222  -1.737  -0.338
C  5.222  -0.597  -2.094  -0.386
H  8.583  -4.018  0.548  0.212
H  7.203  -3.304  1.396  0.289
H  6.945  -4.538  0.126  0.288
H  4.786  -0.095  -1.232  0.218
H  4.530  -1.325  -2.504  0.167
H  5.440  0.144  -2.858  0.296
C  1.949  8.855  0.591  -0.509
O  1.366  8.760  -0.719  -0.328
C  2.227  8.939  -1.715  0.724
O  3.404  9.164  -1.604  -0.544
O  1.560  8.825  -2.868  -0.335
C  2.370  8.995  -4.030  -0.631
H  1.154  8.694  1.311  0.267
H  2.704  8.095  0.722  0.294
H  2.368  9.844  0.747  0.302
H  3.148  8.235  -4.073  0.293
H  2.810  9.991  -4.050  0.289
H  1.719  8.881  -4.893  0.216

As for the HOMO energy: -9.7 eV. Its relative energy (zero: lowest compared OMol25 entry of this formula, charge and spin) is 0.0 kJ/mol. The multiplicity is 1.

Entry 2:
This record from the Open Molecules 2025 dataset describes a molecular structure, C34H53N3O3PtS2Sb at a distorted geometry. The level of theory is ωB97M-V with the def2-TZVPD basis set.

Last column: Mulliken charge in e.
Element x y z (Å)
Pt  -0.175  0.611  -0.346  1.932
O  4.784  -1.379  -1.890  -0.736
C  5.074  -0.821  -0.702  0.811
C  6.422  -0.690  -0.361  -0.791
C  6.789  -0.118  0.840  -0.297
C  5.823  0.334  1.735  -1.149
C  4.489  0.201  1.401  -0.297
C  4.088  -0.373  0.195  -0.092
C  2.619  -0.455  -0.074  0.344
O  1.817  -0.110  0.833  -0.200
N  2.270  -0.915  -1.264  -0.458
N  0.886  -0.868  -1.433  -0.485
C  0.454  -1.609  -2.379  0.122
S  -1.218  -1.567  -2.897  0.062
C  -1.095  -3.156  -3.744  -0.748
C  0.241  -3.187  -4.463  -0.568
S  1.513  -2.690  -3.274  -0.075
H  3.798  -1.321  -2.002  0.524
H  7.161  -1.043  -1.069  0.427
H  7.840  -0.015  1.080  0.356
H  6.109  0.783  2.677  0.423
H  3.706  0.544  2.066  0.309
H  -1.936  -3.235  -4.433  0.415
H  -1.155  -3.958  -3.007  0.272
H  0.241  -2.493  -5.304  0.276
H  0.489  -4.187  -4.820  0.383
C  -3.684  0.598  1.294  0.014
C  -3.806  -0.504  0.266  0.719
C  -5.155  -0.738  -0.387  -1.481
O  -2.845  -1.167  -0.042  -0.418
H  -4.589  1.198  1.381  0.418
H  -2.832  1.228  1.021  -0.319
H  -3.455  0.138  2.258  0.118
H  -5.983  -0.464  0.266  0.396
H  -5.235  -1.780  -0.690  0.386
H  -5.209  -0.111  -1.280  0.221
C  1.799  -4.138  3.243  -1.654
C  1.610  -3.076  2.167  0.895
C  1.523  -3.740  0.793  -1.244
Sb  -0.099  -1.744  2.372  -0.043
C  0.653  -0.416  3.902  1.825
C  -0.522  0.402  4.438  -1.280
C  1.494  -0.986  5.036  -1.550
C  -1.351  -3.145  3.513  0.476
C  -2.820  -2.796  3.267  -1.424
C  -1.115  -3.337  5.008  -1.476
H  2.701  -4.725  3.035  0.442
H  0.961  -4.839  3.267  0.302
H  1.906  -3.717  4.242  0.278
H  2.468  -2.397  2.180  -0.038
H  0.627  -4.365  0.718  0.322
H  2.389  -4.388  0.616  0.369
H  1.485  -3.013  -0.016  0.139
H  1.290  0.235  3.297  -0.835
H  -1.222  -0.228  4.995  0.238
H  -1.079  0.886  3.636  0.149
H  -0.178  1.187  5.120  0.440
H  0.913  -1.630  5.697  0.198
H  1.896  -0.172  5.651  0.491
H  2.344  -1.561  4.665  0.321
H  -1.147  -4.094  3.004  0.362
H  -3.087  -1.858  3.764  0.229
H  -3.483  -3.571  3.668  0.456
H  -3.037  -2.680  2.204  0.228
H  -1.351  -2.425  5.561  0.252
H  -0.089  -3.613  5.244  0.224
H  -1.767  -4.126  5.402  0.452
C  1.973  3.508  0.422  -1.243
C  0.766  4.041  1.199  0.520
C  0.375  3.091  2.328  -1.059
C  -0.370  4.435  0.270  0.183
C  -0.662  5.791  0.180  -0.933
C  -1.615  6.293  -0.691  -1.361
C  -2.260  5.402  -1.535  -0.821
C  -2.020  4.037  -1.495  0.250
C  -2.786  3.165  -2.472  0.420
C  -1.914  2.250  -3.331  -1.381
C  -3.877  2.355  -1.765  -1.121
C  -1.116  3.516  -0.527  1.216
N  -1.060  2.181  -0.307  -0.776
H  2.812  3.316  1.097  0.405
H  2.294  4.229  -0.332  0.466
H  1.729  2.570  -0.079  -0.088
H  1.079  4.978  1.672  0.466
H  0.230  2.078  1.957  -0.368
H  -0.546  3.415  2.818  0.447
H  1.169  3.062  3.080  0.457
H  -0.109  6.474  0.816  0.356
H  -1.822  7.354  -0.738  0.332
H  -2.975  5.774  -2.262  0.346
H  -3.274  3.862  -3.162  0.593
H  -1.389  1.515  -2.723  -0.179
H  -1.168  2.824  -3.884  0.421
H  -2.538  1.716  -4.053  0.398
H  -3.412  1.584  -1.152  -0.202
H  -4.536  1.874  -2.493  0.551
H  -4.483  2.989  -1.115  0.353

As for the HOMO energy (spin up / spin down): -3.4 / -3.6 eV. As for the total charge: -1. Its relative energy (zero: lowest compared OMol25 entry of this formula, charge and spin) is 104.9 kJ/mol. The multiplicity is 1.

Entry 3:
This record from the Open Molecules 2025 dataset describes a molecular structure, C34H54BCl5N2O2P2PmS at a distorted geometry. The level of theory is ωB97M-V with the def2-TZVPD basis set.

Last column: Mulliken charge in e.
Element x y z (Å)
Pm  0.322  0.777  -0.246  0.567
C  -1.741  1.820  4.980  -1.684
C  -1.993  2.344  3.565  2.301
C  -3.083  1.478  2.904  -1.925
C  -2.516  3.787  3.627  -1.935
P  -0.493  2.264  2.442  -0.090
C  0.325  0.686  3.019  -2.077
N  -0.467  -0.445  2.544  0.425
B  -1.019  -0.645  1.216  1.556
N  -1.850  -1.800  1.356  0.123
C  -2.726  -2.303  0.311  0.132
P  -4.104  -1.110  -0.082  -0.007
C  -3.638  -0.615  -1.850  1.527
C  -4.663  0.421  -2.338  -1.902
C  -2.281  0.122  -1.770  -1.275
C  -3.522  -1.748  -2.868  -1.942
C  -5.571  -2.266  -0.120  2.161
C  -5.967  -2.382  1.362  -1.744
C  -6.733  -1.614  -0.881  -2.062
C  -5.309  -3.676  -0.673  -1.745
C  -1.827  -2.255  2.678  0.507
C  -2.439  -3.348  3.277  -0.879
C  -2.147  -3.619  4.612  -0.908
C  -1.247  -2.830  5.325  -0.920
C  -0.618  -1.742  4.725  -0.838
C  -0.924  -1.454  3.403  0.666
C  0.775  3.581  2.861  2.240
C  0.275  4.952  2.366  -1.874
C  2.029  3.244  2.044  -1.952
C  1.160  3.656  4.340  -1.938
H  -2.613  2.070  5.595  0.557
H  -0.867  2.263  5.457  0.175
H  -1.639  0.733  4.997  0.265
H  -4.015  1.600  3.468  0.684
H  -2.833  0.416  2.905  0.140
H  -3.276  1.776  1.871  0.321
H  -3.520  3.771  4.060  0.557
H  -2.590  4.248  2.639  0.407
H  -1.898  4.419  4.264  0.297
H  0.381  0.670  4.103  0.800
H  1.347  0.646  2.646  0.733
H  -3.107  -3.288  0.564  0.508
H  -2.133  -2.420  -0.592  -1.192
H  -4.864  1.174  -1.571  0.363
H  -5.612  -0.041  -2.615  0.415
H  -4.279  0.936  -3.228  0.505
H  -2.324  0.921  -1.013  0.432
H  -2.064  0.571  -2.751  0.661
H  -1.461  -0.563  -1.514  -0.182
H  -4.476  -2.253  -3.020  0.393
H  -2.782  -2.499  -2.567  0.356
H  -3.209  -1.344  -3.841  0.416
H  -6.369  -1.438  1.737  0.394
H  -5.119  -2.657  1.999  0.265
H  -6.737  -3.154  1.476  0.487
H  -6.880  -0.571  -0.584  0.389
H  -7.656  -2.158  -0.652  0.564
H  -6.593  -1.652  -1.965  0.328
H  -4.800  -4.308  0.061  0.392
H  -4.717  -3.679  -1.591  0.201
H  -6.266  -4.160  -0.895  0.503
H  -3.115  -3.994  2.728  0.472
H  -2.618  -4.466  5.096  0.423
H  -1.025  -3.070  6.359  0.422
H  0.097  -1.149  5.285  0.497
H  -0.193  4.884  1.380  0.332
H  1.129  5.632  2.280  0.480
H  -0.438  5.410  3.046  0.401
H  1.816  3.219  0.970  0.146
H  2.489  2.302  2.342  0.346
H  2.770  4.036  2.190  0.692
H  0.334  4.013  4.958  0.328
H  1.986  4.365  4.464  0.504
H  1.494  2.690  4.728  0.319
Cl  7.422  2.538  -1.658  -0.173
C  5.939  1.930  -1.052  0.421
C  4.742  2.279  -1.657  -0.196
Cl  4.716  3.310  -3.029  -0.178
C  3.551  1.778  -1.142  1.105
Cl  2.027  2.208  -1.919  -0.163
C  3.486  0.946  -0.024  -1.081
O  2.341  0.521  0.477  -0.253
C  4.711  0.598  0.556  0.459
Cl  4.649  -0.438  1.927  -0.178
C  5.916  1.079  0.059  0.151
Cl  7.385  0.627  0.810  -0.167
C  0.234  -0.678  -4.576  -0.882
C  1.508  -1.446  -4.250  -0.601
S  1.608  -2.053  -2.559  0.154
O  1.177  -0.902  -1.657  -0.318
C  0.214  -3.178  -2.535  0.383
C  0.103  -3.821  -1.151  -1.149
H  0.402  -0.049  -5.449  0.462
H  -0.051  -0.026  -3.754  0.043
H  -0.600  -1.340  -4.795  0.281
H  2.403  -0.830  -4.358  0.414
H  1.637  -2.336  -4.873  0.528
H  0.386  -3.910  -3.329  0.686
H  -0.661  -2.568  -2.776  -0.625
H  0.985  -4.420  -0.919  0.438
H  -0.768  -4.477  -1.122  0.395
H  -0.018  -3.067  -0.372  0.043

As for the HOMO energy (spin up / spin down): -9.8 / -9.8 eV. As for the total charge: +1. The multiplicity is 5.

Entry 4:
This record from the Open Molecules 2025 dataset describes 3 unconnected molecules or ions with the total composition C34H54BrCl3O11P2 at a distorted geometry. The level of theory is ωB97M-V with the def2-TZVPD basis set.

Last column: Mulliken charge in e.
Element x y z (Å)
C  0.044  -2.355  1.948  -0.744
C  -0.789  -1.124  1.497  -0.416
C  -1.189  -1.196  -0.015  -0.631
Br  -2.517  0.212  -0.309  -0.150
C  0.112  -0.931  -0.809  1.016
C  0.796  -2.006  -1.362  -1.415
C  1.992  -1.757  -2.035  0.731
C  2.440  -0.432  -2.129  0.597
C  1.733  0.647  -1.590  -0.148
C  2.299  2.023  -1.727  -0.154
Cl  3.804  2.324  -0.827  -0.284
C  1.787  2.998  -2.477  0.456
C  0.512  2.748  -3.288  -1.000
Cl  2.601  4.547  -2.566  -0.209
C  0.535  0.394  -0.915  -0.892
C  3.781  -0.250  -2.842  0.025
O  4.044  0.674  -3.569  -0.559
C  4.776  -1.386  -2.591  -0.519
C  6.234  -0.963  -2.424  -1.459
C  6.852  -1.312  -1.042  -0.720
C  5.946  -1.012  0.188  -0.059
C  6.509  0.097  1.131  -0.512
C  5.344  0.645  1.992  -0.422
O  5.848  0.963  3.288  -0.430
C  4.781  1.289  4.170  -0.702
C  4.340  -2.639  -2.498  1.389
Cl  5.424  -3.987  -2.213  -0.199
C  2.840  -2.871  -2.642  -0.171
O  2.374  -3.825  -3.215  -0.549
H  0.666  -2.763  1.141  0.255
H  0.746  -2.051  2.742  0.355
H  -0.604  -3.133  2.379  0.023
H  -0.111  -0.258  1.603  0.246
H  -1.645  -0.917  2.151  0.511
H  -1.558  -2.202  -0.253  0.567
H  0.422  -3.028  -1.271  0.568
H  -0.230  2.303  -2.616  0.229
H  0.747  2.016  -4.076  0.326
H  0.162  3.689  -3.727  0.355
H  0.000  1.239  -0.485  0.797
H  6.862  -1.426  -3.200  0.384
H  6.290  0.131  -2.529  0.287
H  7.194  -2.351  -0.968  0.488
H  7.763  -0.697  -0.936  0.483
H  4.912  -0.721  -0.061  0.057
H  5.869  -1.950  0.768  0.230
H  7.321  -0.287  1.758  0.316
H  6.824  0.919  0.467  0.299
H  4.899  1.550  1.540  0.223
H  4.523  -0.093  2.094  0.317
H  5.048  2.136  4.822  0.256
H  4.604  0.425  4.834  0.252
H  3.868  1.582  3.626  0.293
O  -1.535  5.929  -2.350  -0.708
P  -1.824  7.402  -2.455  1.162
O  -1.274  7.830  -0.946  -0.333
C  0.132  7.904  -0.744  -0.187
C  0.758  9.057  -1.510  -1.032
O  -3.440  7.301  -2.161  -0.438
C  -4.165  6.079  -2.268  -0.348
C  -4.211  5.354  -0.937  -1.091
O  -1.973  9.016  -2.816  -0.371
C  -3.192  9.769  -2.764  -0.180
C  -3.627  10.090  -1.350  -1.030
H  0.595  6.955  -1.031  0.158
H  0.299  8.045  0.325  0.314
H  0.678  8.902  -2.590  0.275
H  1.815  9.156  -1.261  0.414
H  0.250  9.994  -1.281  0.225
H  -3.758  5.447  -3.058  0.340
H  -5.182  6.337  -2.573  0.340
H  -3.221  5.258  -0.492  0.287
H  -4.641  4.358  -1.055  0.369
H  -4.821  5.914  -0.225  0.304
H  -3.976  9.272  -3.332  0.265
H  -2.991  10.706  -3.287  0.354
H  -3.694  9.211  -0.714  0.249
H  -4.603  10.578  -1.364  0.369
H  -2.907  10.760  -0.875  0.308
O  -2.712  -7.808  4.388  -0.808
P  -2.972  -7.204  3.043  1.055
O  -4.529  -6.690  3.201  -0.321
C  -4.769  -5.523  3.989  -0.418
C  -4.220  -4.267  3.337  -0.764
O  -3.182  -8.608  2.215  -0.434
C  -2.844  -9.881  2.761  -0.363
C  -4.032  -10.504  3.467  -1.090
O  -2.754  -6.372  1.632  -0.202
C  -2.810  -6.940  0.316  -0.109
C  -4.222  -7.246  -0.136  -1.093
H  -4.340  -5.659  4.986  0.307
H  -5.850  -5.435  4.103  0.313
H  -3.128  -4.298  3.285  0.060
H  -4.506  -3.380  3.904  0.441
H  -4.589  -4.169  2.316  0.225
H  -1.977  -9.811  3.416  0.359
H  -2.548  -10.518  1.924  0.356
H  -4.492  -9.814  4.175  0.289
H  -3.733  -11.406  4.003  0.376
H  -4.804  -10.770  2.742  0.280
H  -2.158  -7.809  0.244  0.270
H  -2.385  -6.190  -0.356  0.305
H  -4.771  -7.864  0.570  0.267
H  -4.201  -7.761  -1.097  0.392
H  -4.793  -6.322  -0.247  0.309

As for the HOMO energy: -9.2 eV. Its structure (SMILES) is CC[C@@H](Br)c1cc2c(c(/C(Cl)=C(\C)Cl)c1)C(=O)C(CCCCCOC)=C(Cl)C2=O.CCOP(=O)(OCC)OCC.CCOP(=O)(OCC)OCC. Its relative energy (zero: lowest compared OMol25 entry of this formula, charge and spin) is 0.0 kJ/mol. The multiplicity is 1.